# 1
Here is a structure of composition C45H46AsClN2O4P2SSnTe from the Open Molecules 2025 dataset. Energies are from ωB97M-V/def2-TZVPD.

```
104
Properties=species:S:1:pos:R:3
Sn -1.118 -0.704 -0.489
C 3.427 2.442 -2.139
N 2.432 1.516 -1.580
P 2.867 -0.008 -0.842
C 4.511 -0.367 -1.519
C 4.783 -0.351 -2.889
C 6.036 -0.706 -3.349
C 7.025 -1.095 -2.449
C 6.759 -1.126 -1.091
C 5.502 -0.758 -0.626
C 1.871 -1.197 -1.821
C 1.757 -2.489 -1.308
C 0.950 -3.426 -1.939
C 0.245 -3.079 -3.086
C 0.377 -1.802 -3.615
C 1.191 -0.865 -2.989
P 0.897 2.101 -1.142
C 0.385 3.139 -2.533
C -0.484 2.559 -3.457
C -0.861 3.253 -4.597
C -0.381 4.537 -4.813
C 0.465 5.131 -3.885
C 0.848 4.436 -2.750
C 1.247 3.324 0.186
C 2.413 3.257 0.960
C 2.620 4.147 2.013
C 1.663 5.103 2.312
C 0.487 5.155 1.569
C 0.276 4.269 0.525
H 3.288 2.556 -3.215
H 4.435 2.074 -1.963
H 3.341 3.428 -1.679
H 4.012 -0.063 -3.594
H 6.248 -0.689 -4.410
H 8.002 -1.378 -2.814
H 7.526 -1.432 -0.393
H 5.291 -0.785 0.437
H 2.293 -2.759 -0.405
H 0.872 -4.427 -1.535
H -0.389 -3.806 -3.576
H -0.149 -1.535 -4.522
H 1.288 0.130 -3.407
H -0.880 1.565 -3.276
H -1.536 2.799 -5.309
H -0.670 5.078 -5.702
H 0.826 6.137 -4.049
H 1.499 4.913 -2.028
H 3.191 2.546 0.701
H 3.543 4.107 2.577
H 1.831 5.810 3.113
H -0.263 5.898 1.802
H -0.637 4.332 -0.056
Cl -5.336 -5.319 -4.465
C -4.473 -4.031 -3.707
C -4.163 -2.877 -4.442
C -3.486 -1.829 -3.866
C -3.073 -1.888 -2.525
O -2.447 -0.844 -2.013
C -3.382 -3.057 -1.786
C -3.012 -3.249 -0.420
O -2.307 -2.500 0.282
C -4.094 -4.116 -2.397
H -4.467 -2.820 -5.479
H -3.257 -0.937 -4.431
H -3.394 -4.161 0.058
H -4.337 -4.997 -1.817
O -1.884 -0.745 3.432
C -0.952 -1.490 3.269
N 0.335 -1.111 2.836
C 1.119 -2.245 2.546
O 2.200 -2.167 2.021
C 0.336 -3.421 2.987
C 0.676 -4.758 3.021
C -0.279 -5.638 3.525
C -1.517 -5.182 3.975
C -1.849 -3.830 3.932
C -0.898 -2.968 3.427
H 1.641 -5.104 2.677
H -0.055 -6.694 3.576
H -2.227 -5.892 4.375
H -2.806 -3.471 4.284
C -4.529 1.452 3.120
As -4.251 1.143 1.253
C -5.372 2.400 0.335
C -4.907 -0.606 0.833
S -2.248 1.487 0.591
H -5.602 1.356 3.294
H -4.209 2.466 3.357
H -3.976 0.730 3.713
H -6.410 2.263 0.637
H -5.268 2.254 -0.738
H -5.039 3.403 0.599
H -5.988 -0.604 0.970
H -4.443 -1.332 1.496
H -4.662 -0.827 -0.205
C 0.093 1.763 3.612
Te 1.033 0.665 2.072
C 2.858 0.559 3.118
H 0.412 1.314 4.551
H -0.981 1.678 3.471
H 0.421 2.795 3.531
H 2.969 1.501 3.648
H 3.654 0.398 2.398
H 2.786 -0.279 3.807
```

Calculated values
energy relative to the best compared isomer or geometry (same formula, charge and spin) = 0.214 eV
charge = +2
LUMO energy = -5.2 eV

Löwdin atomic charge list, values in e, 6 entries: 1.08 -0.13 -0.53 0.98 -0.39 -0.09

***

# 2
Here is a structure of composition C45H46ClN11PTi in a non-equilibrium geometry from the Open Molecules 2025 dataset. Energies are from ωB97M-V/def2-TZVPD.

```
105
Properties=species:S:1:pos:R:3
Ti -0.571 -0.298 0.492
C -5.844 1.632 -1.496
C -4.656 2.168 -1.971
C -3.467 1.466 -1.849
C -3.444 0.210 -1.246
C -4.647 -0.322 -0.769
C -5.832 0.383 -0.892
N -2.229 -0.484 -1.101
C -2.115 -1.678 -1.666
C -3.052 -2.226 -2.602
C -2.820 -3.414 -3.219
C -1.658 -4.171 -2.937
C -0.720 -3.667 -2.089
C -0.912 -2.422 -1.442
N 0.062 -1.918 -0.621
N 1.221 -2.444 -0.916
C 2.343 -2.669 -0.162
C 3.563 -2.700 -0.857
C 4.691 -3.146 -0.203
C 4.580 -3.564 1.116
C 3.334 -3.487 1.721
N 2.240 -3.048 1.116
H -6.775 2.170 -1.617
H -4.663 3.136 -2.457
H -2.548 1.877 -2.249
H -4.647 -1.302 -0.306
H -6.753 -0.054 -0.529
H -3.937 -1.655 -2.841
H -3.533 -3.784 -3.945
H -1.514 -5.135 -3.403
H 0.187 -4.208 -1.866
H 3.599 -2.372 -1.887
H 5.641 -3.185 -0.719
H 5.435 -3.937 1.660
H 3.200 -3.801 2.752
C 0.918 3.682 -3.712
N 0.717 2.414 -3.035
C 0.999 1.198 -3.588
C 0.662 0.264 -2.656
N 0.181 0.887 -1.538
C 0.233 2.192 -1.782
P -0.274 3.591 -0.709
C -1.638 2.763 0.204
N -1.721 1.576 0.817
C -2.925 1.566 1.465
C -3.575 2.740 1.246
N -2.758 3.487 0.451
C -3.067 4.805 -0.071
C 0.971 3.620 0.623
N 0.799 3.040 1.790
C 1.784 3.511 2.604
C 2.558 4.402 1.918
N 2.030 4.484 0.663
C 2.534 5.311 -0.412
H 0.396 3.677 -4.667
H 1.979 3.848 -3.898
H 0.523 4.492 -3.105
H 1.410 1.101 -4.577
H 0.743 -0.807 -2.740
H -3.256 0.740 2.069
H -4.539 3.085 1.574
H -4.090 5.057 0.196
H -2.975 4.813 -1.155
H -2.398 5.557 0.346
H 1.855 3.181 3.629
H 3.421 4.972 2.219
H 2.643 6.340 -0.073
H 1.836 5.284 -1.246
H 3.507 4.952 -0.750
Cl -1.217 -7.411 1.378
C -1.444 -5.696 1.464
C -2.543 -5.114 0.856
C -2.708 -3.741 0.920
C -1.782 -2.925 1.572
C -1.967 -1.445 1.613
C -0.702 -3.544 2.203
C -0.527 -4.914 2.150
H -3.271 -5.734 0.349
H -3.585 -3.297 0.463
H -1.882 -1.090 2.646
H -2.970 -1.221 1.246
H 0.025 -2.940 2.723
H 0.317 -5.377 2.643
C -1.078 1.283 4.271
N 0.020 0.622 4.948
C -0.320 0.354 6.335
C 0.437 -0.588 4.235
C 1.404 -0.274 3.103
C 2.721 -0.109 3.529
C 3.745 0.206 2.655
C 3.448 0.383 1.313
C 2.140 0.243 0.886
C 1.073 -0.105 1.743
H -2.031 0.739 4.398
H -0.846 1.365 3.213
H -1.210 2.290 4.673
H -0.564 1.295 6.829
H 0.533 -0.089 6.848
H -1.183 -0.323 6.439
H -0.436 -1.157 3.896
H 0.970 -1.211 4.955
H 2.950 -0.246 4.580
H 4.761 0.307 3.015
H 4.234 0.603 0.601
H 1.960 0.422 -0.170
```

Calculated values
charge = +1
LUMO energy (spin up / spin down) = -3.9 / -3.9 eV

Löwdin atomic charge list, values in e, 6 entries: 1.15 -0.09 -0.09 -0.04 -0.30 -0.04